1.
A molecular structure, C49H97NO17Rb3 at a distorted geometry, computed with ωB97M-V/def2-TZVPD.

Structure (XYZ):
```
167
Properties=species:S:1:pos:R:3
Rb 7.05835 -2.64620 -0.11249
Rb 6.93898 -3.15249 7.60520
Rb 9.83713 3.78875 3.97076
O 13.11179 1.31166 -2.15451
C 12.28590 1.17173 -1.19191
O 12.93896 1.18972 -0.18246
O 11.09857 1.09267 -1.39995
H 13.74977 1.30196 -1.43723
C 3.34491 2.08790 1.26909
C 2.00916 1.53110 1.99823
C 0.90176 1.44930 0.88682
C -0.26987 0.58503 1.30896
C 0.14964 -0.84654 1.63658
C 1.15849 -0.80184 2.84471
N 2.24066 0.19637 2.55336
O 3.47686 0.02151 3.34063
C 1.68770 -2.25255 2.90788
C 0.32951 -0.50511 4.12078
C 1.44687 2.53126 3.06814
H 4.06027 2.36990 2.04165
H 3.19117 3.00071 0.69356
H 3.84054 1.32221 0.67228
H 1.36360 1.13464 -0.04901
H 0.54465 2.45722 0.67543
H -0.92993 0.58663 0.44153
H -0.96798 0.93501 2.06941
H 0.55192 -1.44507 0.81926
H -0.72221 -1.44034 1.91113
H 2.23910 -2.59534 2.03235
H 0.79754 -2.87830 2.97253
H 2.33596 -2.49021 3.75131
H -0.07949 0.50063 4.21723
H 0.93507 -0.63271 5.01806
H -0.54818 -1.14829 4.18455
H 0.43407 2.22760 3.33293
H 1.32476 3.50986 2.60388
H 2.06496 2.60913 3.96257
C -6.67327 -9.47021 3.95080
C -5.38838 -8.88633 3.26017
O -4.30042 -8.81167 3.88467
C -5.44108 -8.44087 1.74421
H -7.36336 -8.64229 4.11335
H -6.48281 -9.86776 4.94768
H -7.12602 -10.33123 3.45911
H -6.44346 -8.09987 1.48526
H -5.31015 -9.34453 1.14894
H -4.67946 -7.66911 1.63276
C -9.84021 1.62321 -2.47616
C -8.57707 1.25611 -1.79349
O -7.88362 2.17582 -1.34756
C -8.19736 -0.27456 -1.63130
H -9.71275 2.60946 -2.92243
H -10.60166 1.70310 -1.70032
H -10.16951 0.98305 -3.29460
H -8.24146 -0.89721 -2.52486
H -8.80879 -0.74537 -0.86149
H -7.16442 -0.14086 -1.30996
C 2.85621 1.06494 -7.71346
C 3.29077 -0.30079 -7.21994
O 3.23605 -1.23201 -7.97527
C 3.95903 -0.38169 -5.86073
H 1.83750 1.15429 -8.09076
H 3.56271 1.31536 -8.50484
H 3.02572 1.82001 -6.94584
H 3.17757 -0.28300 -5.10729
H 4.48624 0.57207 -5.83865
H 4.74959 -1.12314 -5.74507
C 1.45858 8.37243 -6.32129
C 1.35259 9.60782 -5.41132
O 2.02925 10.62130 -5.69445
C 0.43856 9.49518 -4.30526
H 1.79436 7.55828 -5.67902
H 2.21103 8.60634 -7.07443
H 0.60000 8.07607 -6.92386
H 0.90350 8.74043 -3.67101
H -0.58870 9.40551 -4.65856
H 0.51164 10.34292 -3.62402
C -4.31797 8.38654 1.23094
C -4.79018 9.77751 0.85473
O -4.50351 10.33335 -0.19923
C -5.54697 10.51992 1.99425
H -5.13925 7.68832 1.39246
H -3.61062 8.37386 2.06015
H -3.77320 8.01822 0.36165
H -4.81370 11.18652 2.44816
H -6.05431 9.85594 2.69415
H -6.29581 11.15623 1.52262
C 0.56404 12.02928 3.57406
C 0.92723 12.18827 5.02979
O 1.79086 12.96503 5.37865
C 0.15665 11.31940 6.01860
H -0.48559 11.74137 3.51482
H 1.08514 11.13399 3.23493
H 0.80776 12.91949 2.99422
H -0.74902 11.90942 6.15913
H 0.72112 11.21139 6.94478
H -0.06045 10.32495 5.62869
C 8.52665 6.72610 -5.02232
C 8.56830 5.99536 -6.38088
O 7.61682 5.30367 -6.71810
C 9.84948 5.92965 -7.23403
H 8.79347 7.78147 -4.96661
H 9.13326 6.14614 -4.32678
H 7.49248 6.59676 -4.70320
H 9.77258 5.39202 -8.17909
H 10.58378 5.33172 -6.69423
H 10.15364 6.97352 -7.31110
C 1.38296 -7.95368 10.79279
C 2.43841 -8.42809 9.72387
O 3.16515 -7.62514 9.08625
C 2.82261 -9.90042 9.76595
H 1.12045 -6.92140 10.56128
H 1.67812 -8.07794 11.83468
H 0.45162 -8.51826 10.74854
H 1.85665 -10.40508 9.74758
H 3.24837 -10.15798 10.73573
H 3.32055 -10.33109 8.89723
C 4.90397 -7.57350 -5.58719
C 3.90363 -7.57864 -4.40313
O 3.93451 -6.52441 -3.71810
C 2.91876 -8.79135 -4.28460
H 5.00322 -8.65679 -5.65602
H 5.88170 -7.12222 -5.41835
H 4.35184 -7.12954 -6.41553
H 3.37854 -9.77963 -4.28461
H 2.17570 -8.76423 -5.08160
H 2.37880 -8.67148 -3.34536
C -4.63211 -5.19960 -7.39950
C -4.62212 -5.67041 -5.95771
O -5.51839 -6.33255 -5.57595
C -3.40922 -5.30654 -5.08011
H -3.62181 -5.05881 -7.78365
H -5.21435 -4.29303 -7.56449
H -4.90729 -6.03210 -8.04705
H -2.64527 -4.66940 -5.52571
H -2.82406 -6.22394 -5.01644
H -3.83838 -4.98530 -4.13103
C -6.40482 0.14353 8.22352
C -6.39554 0.79495 9.64020
O -5.53155 0.55287 10.42664
C -7.47645 1.79730 10.00109
H -7.12874 -0.66429 8.33052
H -5.47920 -0.35830 7.94156
H -6.82511 0.75232 7.42301
H -8.46487 1.35123 10.11133
H -7.36152 2.55225 9.22331
H -7.30777 2.18916 11.00413
C 3.80311 -12.54234 2.74209
C 2.46203 -12.49324 2.15427
O 2.16640 -13.01862 1.08958
C 1.47960 -11.66342 2.86802
H 3.82526 -12.19686 3.77565
H 4.48608 -11.94937 2.13379
H 4.16827 -13.56934 2.74706
H 0.50233 -12.11632 2.70092
H 1.54600 -10.64721 2.47944
H 1.77886 -11.66816 3.91612
C -5.22322 3.09236 -8.11764
C -4.35961 2.61086 -6.95340
O -4.65579 1.52253 -6.45692
C -3.46631 3.61219 -6.36134
H -4.67956 3.23992 -9.05079
H -5.68715 4.04972 -7.88033
H -5.95433 2.31365 -8.33484
H -3.59681 4.64739 -6.67667
H -2.41030 3.37940 -6.49829
H -3.71244 3.51428 -5.30401
```

Output
Maximum force ... 0.1552 Eh/bohr
Charge ... +1
Highest occupied orbital energy ... -6.166 eV
DFT total energy ... -3330.65592 Ha

Results of the Löwdin charge analysis, in e, for atoms 1 through 4: number 1, Rb, carries 0.843; number 2, Rb, carries 0.815; number 3, Rb, carries 0.937; number 4, O, carries 0.094

2.
A molecular structure, C18H26BBrN10SZr at a distorted geometry, computed with ωB97M-V/def2-TZVPD.

Structure (XYZ):
```
58
Properties=species:S:1:pos:R:3
Zr 0.60615 -0.59171 0.47348
C 2.12438 -2.71171 2.51605
C 1.56429 -1.57596 3.37486
N 0.32595 -0.95452 2.79360
C -0.95721 -1.68701 3.22142
C -1.16458 -2.98084 2.50711
S -0.91571 -2.87968 0.65121
C 0.36122 -4.27284 0.45586
C 1.71584 -3.59964 0.25042
N 1.95046 -2.42705 1.04508
H 1.54792 -3.65627 2.71088
H 3.19152 -2.84847 2.79944
H 2.27973 -0.76551 3.49767
H 1.30270 -2.00915 4.38254
H 0.25297 -0.03903 3.25516
H -1.74656 -0.95143 2.99264
H -0.96112 -1.84711 4.31503
H -2.22765 -3.24535 2.67535
H -0.64570 -3.82162 2.95688
H -0.05378 -4.78932 -0.43435
H 0.26376 -4.92501 1.31668
H 1.90592 -3.34269 -0.79924
H 2.54687 -4.29367 0.54165
H 2.85662 -2.00388 0.78724
C -3.79500 0.02876 -0.78098
C -2.91568 -0.52599 0.11728
N -1.63430 -0.10243 -0.12541
N -1.78523 0.89995 -1.09562
C -3.05752 0.92434 -1.55630
B -0.51923 1.80600 -1.60283
N 0.40671 0.80297 -2.37494
C 0.81416 0.68871 -3.67538
C 1.59107 -0.45895 -3.89165
C 1.68145 -1.00497 -2.59778
N 1.03300 -0.29204 -1.67978
N 0.25951 2.40259 -0.31782
C 0.63715 3.65841 -0.07005
C 1.11610 3.80716 1.21771
C 0.95162 2.54424 1.78720
N 0.45713 1.67097 0.87389
N -1.04202 2.91306 -2.59339
C -2.04188 3.81073 -2.13904
C -1.91045 4.99793 -2.89940
C -0.71865 4.77973 -3.69775
N -0.14958 3.59804 -3.42583
H -4.87742 -0.10277 -0.80871
H -3.12822 -1.17798 0.93368
H -3.34239 1.46633 -2.44334
H 0.55117 1.49285 -4.36747
H 1.94759 -0.85558 -4.86249
H 2.14908 -1.92350 -2.27273
H 0.58335 4.42776 -0.85741
H 1.60396 4.61018 1.74891
H 1.24000 2.19436 2.76741
H -2.83170 3.49824 -1.43725
H -2.46674 5.90175 -2.72787
H -0.25078 5.40374 -4.49348
Br 3.31970 0.33487 1.06199
```

Output
2S+1 ... 2
Maximum force ... 0.0744 Eh/bohr
Energy above the lowest of the compared OMol25 structures with the same formula, charge and spin ... 0.0 kcal per mole
Charge ... +3
Highest occupied orbital energy (alpha / beta) ... -17.393 / -17.391 eV
DFT total energy ... -4292.33791 Ha
<S²> ... 0.77

Results of the Löwdin charge analysis, in e, for atoms 1 through 4: number 1, Zr, carries 1.563; number 2, C, carries -0.144; number 3, C, carries -0.196; number 4, N, carries -0.184

3.
A molecular structure, C38H20N9OS2Ti, computed with ωB97M-V/def2-TZVPD.

Structure (XYZ):
```
71
Properties=species:S:1:pos:R:3
Ti -0.31456 -0.10213 -0.11746
C -1.20542 4.29257 4.91674
C -1.05207 3.14043 5.69943
C -0.90285 1.89063 5.11818
C -0.89918 1.83116 3.73118
C -0.79567 0.74127 2.79752
N -0.82605 1.18856 1.53855
C -1.00482 2.53410 1.56597
N -1.19779 3.32399 0.49492
C -0.85444 2.94628 -0.68629
C -1.08930 3.72359 -1.91455
C -1.80762 4.87598 -2.14958
C -1.82636 5.35366 -3.45925
C -1.13557 4.70000 -4.47760
C -0.39749 3.54507 -4.22174
C -0.40234 3.07851 -2.92485
C 0.26317 1.91367 -2.30512
N 1.16722 1.19404 -2.94960
C 1.86994 0.30210 -2.27979
N 1.63486 -0.21714 -1.06329
C 2.72267 -1.04234 -0.73629
N 2.90071 -1.77598 0.30132
C 1.90232 -1.81842 1.23656
N 0.94750 -0.95582 1.34898
C -0.10961 -1.50787 2.16620
N -0.84155 -0.62928 3.12244
C 0.47034 -2.76950 2.74462
C -0.02980 -3.68995 3.64263
C 0.76297 -4.79635 3.92987
C 2.01036 -4.97916 3.33007
C 2.50564 -4.05148 2.42380
C 1.71254 -2.94908 2.15883
C 3.69698 -1.00965 -1.85397
C 4.91626 -1.62765 -2.01817
C 5.57478 -1.40594 -3.22758
C 5.01915 -0.59421 -4.21463
C 3.78610 0.02998 -4.02685
C 3.14954 -0.20670 -2.82940
N -0.09739 1.81941 -1.01389
C -1.05185 2.98010 2.94829
C -1.21008 4.22827 3.53041
H -1.32586 5.25035 5.40572
H -1.05882 3.22764 6.77792
H -0.80169 0.99545 5.71685
H -2.33876 5.38102 -1.35438
H -2.39052 6.24821 -3.68841
H -1.17250 5.09577 -5.48394
H 0.15015 3.03175 -5.00018
H -1.00335 -3.55463 4.09471
H 0.40175 -5.54079 4.62786
H 2.59650 -5.85599 3.57106
H 3.46631 -4.18404 1.94441
H 5.33310 -2.25921 -1.24550
H 6.53367 -1.87483 -3.40460
H 5.55340 -0.44718 -5.14395
H 3.34193 0.66197 -4.78362
H -1.33702 5.11401 2.92233
S -2.57239 0.17392 -0.83501
C -3.05198 -1.46761 -1.22799
C -4.40919 -1.80879 -1.25165
C -4.80324 -3.08402 -1.61165
C -3.84651 -4.04015 -1.94666
C -2.50389 -3.71332 -1.91429
C -2.09504 -2.42816 -1.55081
S -0.38877 -1.99595 -1.54001
H -5.15292 -1.06920 -0.98494
H -5.85783 -3.32868 -1.62423
H -4.14472 -5.04327 -2.22424
H -1.75690 -4.45664 -2.16352
O -2.06282 -1.01521 2.38701
N -1.26337 -1.51718 1.25508
```

Output
2S+1 ... 2
Maximum force ... 0.0163 Eh/bohr
Charge ... 0
Highest occupied orbital energy (alpha / beta) ... -7.057 / -7.060 eV
DFT total energy ... -3674.02738 Ha
<S²> ... 0.79

Results of the Löwdin charge analysis, in e, for atoms 1 through 4: number 1, Ti, carries 0.646; number 2, C, carries -0.068; number 3, C, carries -0.069; number 4, C, carries 0.002